1.
A cluster of 3 separate species, C4H12O4 in total at a distorted geometry. Source: the Open Molecules 2025 dataset; level of theory: wB97M-V/def2-TZVPD.

Last column: natural (NBO) charge in e.
Element x y z (Å)
C: -1.45984 -0.41159 1.57453  -0.623
C: -0.64449 -0.91919 0.40556  0.097
O: -0.28073 -2.28351 0.68705  -0.740
C: -1.10760 -0.63624 -1.01622  -0.568
C: 0.12572 -0.58920 -1.92412  0.474
O: 0.02301 -0.36157 -3.10040  -0.545
H: -1.71428 0.63703 1.47825  0.219
H: -0.93799 -0.73956 2.47454  0.228
H: -2.35926 -1.03133 1.67877  0.206
H: 0.33411 -0.43365 0.52682  0.165
H: 0.11577 -2.74339 -0.05015  0.468
H: -1.68904 -1.39254 -1.55971  0.245
H: -1.82674 0.18551 -1.02894  0.245
H: 1.05866 -0.90654 -1.43229  0.109
O: 1.51790 2.02675 1.79431  -0.946
H: 2.35261 1.78410 1.38625  0.476
H: 1.70693 2.42411 2.64504  0.472
O: 1.45236 1.44011 -1.43599  -0.941
H: 2.25611 1.65634 -1.90710  0.477
H: 1.07680 2.29437 -1.19619  0.482

Forces on the atoms, in the same order (eV/Å):
-0.7 -1.8 -0.1
1.5 -0.1 0.3
-1.0 -0.4 0.5
0.2 -0.5 0.0
-1.5 0.3 -0.6
0.5 -0.2 0.0
0.2 0.1 0.3
0.3 0.9 0.1
-0.3 0.4 -0.4
-0.2 0.7 -0.4
0.1 0.2 -0.4
-0.1 -0.5 0.8
0.7 0.6 -0.3
0.2 0.0 -0.1
-0.4 0.0 -0.3
0.1 0.0 0.1
0.2 0.0 0.1
0.0 0.5 0.5
0.2 0.0 -0.3
0.0 0.0 0.1

Values from the calculation:
M: 124.14 g/mol
Structure (SMILES): C[C@@H](O)CC=O.O.O
LUMO energy: 0.40 eV
HOMO: -9.3662 eV
Net charge: 0
2S+1: 1
Energy above the lowest of the compared OMol25 structures with the same formula, charge and spin: 39.59 kcal/mol

2.
An isolated molecule of C16H24N2O5S. Source: the Open Molecules 2025 dataset; level of theory: wB97M-V/def2-TZVPD.

Last column: natural (NBO) charge in e.
Element x y z (Å)
C: -1.60825 0.49721 -2.40243  -0.617
C: -1.90276 -0.12283 -3.76165  -0.399
C: -0.61764 -0.42111 -4.53540  -0.229
N: 0.19616 -1.39921 -3.84905  -0.887
S: 1.82583 -1.11475 -3.63168  2.321
O: 2.49472 -2.36898 -3.82403  -0.938
O: 2.22706 0.02713 -4.40339  -0.941
C: 1.91118 -0.69122 -1.89971  -0.364
C: 1.70816 -1.67971 -0.95912  -0.161
C: 1.82188 -1.39092 0.39030  -0.272
C: 2.16082 -0.09892 0.78858  0.310
O: 2.34174 0.29118 2.08129  -0.494
C: 2.34173 -0.69957 3.09214  -0.161
C: 0.92204 -1.19559 3.41091  0.645
O: 0.61497 -2.36894 3.38515  -0.624
N: 0.08268 -0.19530 3.71470  -0.611
C: -1.33277 -0.37447 3.91777  -0.243
C: -2.11861 0.54155 2.97279  0.101
C: -1.75992 0.34553 1.48268  -0.445
C: -1.07787 1.66001 1.09457  -0.433
C: -1.67696 2.62977 2.11208  -0.065
O: -1.79227 1.88612 3.30602  -0.542
C: 2.34182 0.89934 -0.17373  -0.265
C: 2.21613 0.60105 -1.51461  -0.164
H: -0.98830 -0.17182 -1.81051  0.216
H: -2.53435 0.68726 -1.86479  0.209
H: -1.07542 1.43750 -2.52584  0.202
H: -2.51370 0.55826 -4.35652  0.205
H: -2.46166 -1.05076 -3.62733  0.195
H: -0.00554 0.47976 -4.61299  0.224
H: -0.86204 -0.75419 -5.55065  0.194
H: 0.01113 -2.36087 -4.07796  0.412
H: 1.47773 -2.67912 -1.29080  0.235
H: 1.65020 -2.17279 1.11242  0.241
H: 2.76093 -0.21025 3.97592  0.214
H: 2.97375 -1.55105 2.82029  0.207
H: 0.39894 0.76274 3.67041  0.410
H: -1.56868 -1.42372 3.73229  0.236
H: -1.59285 -0.11843 4.94976  0.205
H: -3.19285 0.37666 3.14148  0.177
H: -2.66404 0.19197 0.89537  0.214
H: -1.10770 -0.51387 1.33945  0.225
H: 0.00059 1.58983 1.23274  0.208
H: -1.27914 1.95493 0.06893  0.222
H: -2.66863 2.97224 1.78206  0.160
H: -1.05128 3.49798 2.32166  0.193
H: 2.60049 1.89295 0.15697  0.230
H: 2.37256 1.34744 -2.27653  0.244

Forces on the atoms, in the same order (eV/Å):
-0.1 -0.1 -0.2
0.3 0.1 0.0
-0.5 0.5 -0.1
0.9 -0.1 0.1
-0.4 -0.2 0.2
-0.2 -0.1 0.2
-0.2 0.1 0.3
0.1 -0.1 -0.6
0.0 0.0 0.0
0.0 0.0 0.2
0.0 0.1 -0.4
0.1 0.2 -0.1
0.0 -0.3 0.1
0.5 0.3 -0.1
0.0 -0.4 0.0
-0.2 0.4 0.1
-0.4 0.2 -0.1
0.0 -0.6 0.1
0.0 0.1 0.1
-0.1 0.1 0.2
0.0 0.2 -0.4
0.2 -0.1 0.3
0.0 -0.1 0.3
0.0 0.1 0.0
0.1 0.0 0.1
0.0 0.1 0.1
0.1 0.2 0.0
-0.1 -0.1 -0.1
-0.1 0.0 -0.1
-0.2 0.0 -0.2
0.1 0.0 0.1
0.2 -0.2 0.0
0.0 -0.2 0.1
0.0 -0.1 0.1
0.0 -0.1 -0.1
-0.1 0.1 0.0
0.1 -0.1 0.0
0.0 0.1 0.0
0.0 -0.1 -0.1
0.1 0.0 0.0
0.0 0.0 0.0
0.0 -0.1 0.0
0.0 0.0 0.0
0.0 0.0 -0.1
0.1 0.0 0.0
-0.1 0.0 0.0
0.0 0.1 0.0
0.0 0.2 0.0

Values from the calculation:
M: 356.44 g/mol
Structure (SMILES): CCCNS(=O)(=O)c1ccc(OCC(=O)NC[C@@H]2CCCO2)cc1
LUMO energy: 0.61 eV
HOMO: -9.0558 eV
Net charge: 0
2S+1: 1
Energy above the lowest of the compared OMol25 structures with the same formula, charge and spin: 26.07 kcal/mol

3.
A cluster of 2 separate species, C4H12N2 in total at a distorted geometry. Source: the Open Molecules 2025 dataset; level of theory: wB97M-V/def2-TZVPD.

Last column: natural (NBO) charge in e.
Element x y z (Å)
C: -5.19991 -1.42185 -2.60719  -0.578
C: -4.44679 -0.52816 -3.29681  0.034
N: -4.86750 0.65263 -3.85278  -0.825
H: -6.27139 -1.50129 -2.72782  0.198
H: -4.62352 -2.21618 -2.14187  0.207
H: -3.38289 -0.73956 -3.43539  0.182
H: -5.78708 0.86212 -3.49036  0.385
H: -4.22173 1.35726 -4.16316  0.397
C: 4.48724 1.23227 3.95878  -0.615
C: 5.02264 0.08692 3.04849  -0.218
N: 3.90117 -0.31194 2.13812  -0.842
H: 4.34424 2.07876 3.26506  0.196
H: 5.16919 1.60904 4.72775  0.212
H: 3.53376 0.94343 4.40527  0.214
H: 5.37845 -0.89712 3.42437  0.193
H: 5.86855 0.61372 2.58819  0.159
H: 4.08419 -1.04974 1.46068  0.359
H: 3.70294 0.49228 1.53331  0.342

Forces on the atoms, in the same order (eV/Å):
1.2 0.3 -1.1
0.4 -0.6 0.6
-0.9 -0.9 0.1
-0.1 0.3 0.5
-0.5 -0.1 -0.2
-0.2 0.2 0.3
0.3 0.9 -0.5
-0.3 -0.1 0.2
-0.1 -0.7 -0.3
-0.4 -0.2 -0.4
0.2 1.3 -0.5
-0.3 -0.2 0.3
0.1 -0.4 -0.1
0.1 0.2 0.0
-0.1 1.0 0.7
0.1 -0.7 -0.6
0.5 -0.1 0.5
-0.2 -0.2 0.4

Values from the calculation:
M: 88.15 g/mol
Structure (SMILES): C=CN.CCN
LUMO energy: 1.19 eV
HOMO: -7.9926 eV
Net charge: 0
2S+1: 1
Energy above the lowest of the compared OMol25 structures with the same formula, charge and spin: 38.65 kcal/mol

4.
A cluster of 15 separate species, H28O18S in total at a distorted geometry. Source: the Open Molecules 2025 dataset; level of theory: wB97M-V/def2-TZVPD.

Last column: natural (NBO) charge in e.
Element x y z (Å)
S: -0.06202 0.25817 -0.01185  2.764
O: 0.38505 1.01627 -1.14484  -1.117
O: 1.10112 -0.05786 0.79914  -1.086
O: -0.95354 1.11602 0.67205  -1.078
O: -0.70762 -0.94455 -0.50426  -1.084
O: 2.50942 1.89628 -2.46479  -0.989
H: 1.69166 1.64200 -2.15147  0.492
H: 3.18086 1.82369 -1.73888  0.476
O: 3.27191 1.52046 0.37928  -0.988
H: 2.48318 0.96843 0.50827  0.502
H: 2.91302 2.38441 0.23518  0.466
O: 0.06661 3.16621 1.94768  -0.971
H: 0.39221 3.71864 1.27479  0.452
H: -0.31696 2.40721 1.49570  0.487
O: -0.53482 0.01438 -3.50783  -1.000
H: -1.38900 -0.28729 -3.14960  0.484
H: -0.01677 0.12736 -2.69617  0.478
O: -0.83137 3.31253 -1.57758  -0.951
H: -0.33286 2.57813 -1.22366  0.483
H: -0.16121 3.59125 -2.19946  0.443
O: -1.29681 -3.32196 -0.81981  -0.988
H: -0.54585 -3.68166 -1.28738  0.457
H: -1.18406 -2.36922 -0.71747  0.492
O: 1.26913 -1.71972 -2.09791  -0.945
H: 0.75063 -2.32158 -2.62184  0.453
H: 0.59055 -1.27352 -1.64265  0.466
O: -2.55917 -1.13961 -2.18013  -1.007
H: -1.89929 -0.92442 -1.44361  0.495
H: -3.39916 -1.28830 -1.78732  0.472
O: 2.08442 0.64185 2.90984  -1.002
H: 2.79056 1.20869 2.62227  0.455
H: 1.62500 0.33457 2.08009  0.484
O: -2.23022 -2.37694 1.91332  -0.956
H: -1.58111 -2.56034 1.27823  0.507
H: -1.80986 -2.56780 2.76363  0.473
O: 2.64258 -2.11158 0.84260  -0.981
H: 3.38200 -1.58012 0.68882  0.478
H: 1.92536 -1.52837 0.68262  0.498
O: -2.91126 0.19135 2.08791  -1.019
H: -2.63778 -0.72622 2.14905  0.479
H: -2.13993 0.61953 1.69920  0.478
O: -2.65946 3.00945 0.57453  -0.969
H: -2.04704 2.23214 0.64948  0.486
H: -3.02882 3.11639 1.43565  0.447
O: 0.46031 -3.13689 1.90795  -0.973
H: 0.44773 -4.08565 1.92910  0.453
H: 1.27267 -2.89183 1.44215  0.500

Forces on the atoms, in the same order (eV/Å):
1.1 0.8 -1.3
1.3 0.6 -1.9
0.2 -1.3 0.0
-1.8 0.7 2.3
-0.3 -0.5 0.9
4.4 1.6 -1.1
-2.6 -1.2 1.5
-1.4 -0.3 -0.8
0.9 -0.4 0.0
-0.1 -0.1 -0.2
-0.4 0.8 0.0
0.1 -0.3 1.9
0.4 1.1 -1.4
0.0 -0.1 0.0
-0.2 -0.2 -0.1
0.1 0.2 -0.5
0.0 0.4 -0.5
0.1 1.0 -0.3
-0.2 -1.0 0.5
0.0 0.5 -0.7
-0.9 -1.6 0.2
0.3 0.3 0.0
0.5 -0.4 -0.1
2.0 -1.3 -0.8
-0.1 -0.3 -0.7
-1.1 0.8 1.0
1.0 0.4 -0.1
-1.4 -0.2 -0.9
-0.9 -0.1 0.6
-0.2 -0.5 0.8
0.3 0.3 -0.3
0.4 0.5 1.4
-1.9 -0.1 2.2
1.8 -0.6 -1.5
0.1 0.1 -0.4
0.2 -2.7 0.4
1.8 1.1 -0.3
-1.3 1.5 -0.5
-0.8 0.6 0.6
-0.1 -0.5 -0.2
-0.1 -0.1 0.0
0.3 -0.3 -0.7
-1.1 1.2 -0.4
-0.3 0.0 0.9
-0.3 0.3 0.3
0.0 -0.6 -0.2
0.1 -0.3 0.3

Values from the calculation:
M: 348.27 g/mol
LUMO energy: 5.02 eV
HOMO: -4.2671 eV
Net charge: -2
2S+1: 1
Energy above the lowest of the compared OMol25 structures with the same formula, charge and spin: 88.62 kcal/mol

5.
An isolated molecule of C3H7NO2S at a distorted geometry. Source: the Open Molecules 2025 dataset; level of theory: wB97M-V/def2-TZVPD.

Last column: natural (NBO) charge in e.
Element x y z (Å)
O: -1.45146 0.60552 -1.40973  -0.609
C: -1.87477 0.04278 -0.38166  0.877
O: -3.09393 -0.60673 -0.09961  -0.715
N: -1.15592 -0.02626 0.82701  -0.628
C: 0.23896 0.21461 1.01621  -0.222
C: 1.10755 -0.03516 -0.19056  -0.548
S: 2.87113 0.03220 0.10864  -0.076
H: -3.04311 -1.37286 -0.70533  0.492
H: -1.58000 -0.47636 1.58152  0.402
H: 0.43437 -0.28290 1.97909  0.216
H: 0.38733 1.31115 1.38724  0.184
H: 0.89571 0.66945 -1.00851  0.260
H: 1.02440 -1.08804 -0.39347  0.219
H: 3.56739 -0.41560 -0.95705  0.146

Forces on the atoms, in the same order (eV/Å):
-2.1 -2.1 2.7
2.2 1.3 0.9
1.1 0.1 -1.8
-0.5 0.5 -3.1
0.7 3.5 2.1
0.4 -0.8 -0.9
1.7 1.0 1.9
-0.7 0.4 0.2
-1.0 -0.8 0.8
0.8 -0.5 -0.8
-0.2 -1.4 -1.0
-0.4 -0.8 0.3
-0.9 -0.3 -1.0
-1.1 -0.1 -0.3

Values from the calculation:
M: 121.16 g/mol
Structure (SMILES): O=C(O)NCCS
LUMO energy: 0.50 eV
HOMO: -9.0520 eV
Net charge: 0
2S+1: 1
Energy above the lowest of the compared OMol25 structures with the same formula, charge and spin: 33.49 kcal/mol

6.
An isolated molecule of C4H4O2 at a distorted geometry. Source: the Open Molecules 2025 dataset; level of theory: wB97M-V/def2-TZVPD.

Last column: natural (NBO) charge in e.
Element x y z (Å)
C: 3.14663 -0.05395 -0.03989  1.059
C: -0.73753 -0.34513 -0.07326  -0.531
C: 0.47392 0.10822 -0.39111  -0.296
C: 1.19175 1.05376 0.30521  -0.191
O: 3.40843 -1.19611 -0.06674  -0.415
O: 2.74404 1.06416 -0.07812  -0.404
H: -1.40418 -0.83597 -0.82332  0.205
H: -1.27909 0.03444 0.86557  0.188
H: 1.04092 -0.29344 -1.23134  0.191
H: 1.04079 1.35942 1.30179  0.194

Forces on the atoms, in the same order (eV/Å):
-0.1 -3.7 0.0
-2.9 0.0 0.7
1.3 -0.9 -0.3
-0.8 1.1 -0.5
-0.2 2.6 0.2
0.9 1.1 0.1
0.9 0.3 0.8
1.0 -0.6 -1.5
-0.6 0.0 -0.5
0.5 0.2 1.1

Values from the calculation:
M: 84.07 g/mol
LUMO energy (alpha / beta): -0.26 / -0.26 eV
HOMO (alpha / beta): -6.7467 / -6.7475 eV
Net charge: 0
2S+1: 1
Energy above the lowest of the compared OMol25 structures with the same formula, charge and spin: 104.20 kcal/mol